Entry from the OMol25 dataset: an isolated ion of composition C4H8IN2 and charge +1 (ωB97M-V/def2-TZVPD).

Bonds (Å) are listed after each position.
Positions of all 15 atoms, in Å:
1 C -0.83101 1.85270 0.47558  C3 1.402, N5 1.373, H8 1.155
2 C 0.65235 0.41188 -0.76956  N5 1.377, N6 1.369, H9 1.167, H10 1.097
3 C -1.89220 1.04958 0.91676  C1 1.402, I7 2.039, H11 1.087
4 C 1.24971 -1.78626 -0.14496  N6 1.420, H12 1.154, H13 1.115, H14 1.042
5 N 0.12930 1.65353 -0.48473  C1 1.373, C2 1.377
6 N 0.40914 -0.65833 0.04953  C2 1.369, C4 1.420, H15 0.989
7 I -2.83334 -0.44582 -0.10158  C3 2.039
8 H -0.87373 2.97507 0.74350  C1 1.155
9 H 0.22083 0.36518 -1.85272  C2 1.167
10 H 1.73976 0.46745 -0.90463  C2 1.097
11 H -2.54913 1.41448 1.70163  C3 1.087
12 H 2.22411 -1.60711 0.44635  C4 1.154
13 H 1.01551 -2.77283 0.31834  C4 1.115
14 H 1.59332 -1.96189 -1.11277  C4 1.042
15 H -0.25465 -0.95762 0.71926  N6 0.989

Largest force on an atom: 4.922 eV/Å
Net charge: +1
E_LUMO (spin up / spin down): -7.1 / -7.4 eV
Orbital gap (spin up / spin down): 0.24246 / 0.21526 Eh